{
  "formula": "C18H25FIN4O3Re",
  "method": "ωB97M-V/def2-TZVPD",
  "species": ["Re", "O", "C", "O", "H", "F", "C", "C", "C", "C", "C", "C", "C", "C", "C", "C", "C", "C", "N", "H", "H", "H", "H", "H", "H", "H", "H", "H", "H", "H", "H", "H", "H", "H", "H", "H", "C", "N", "C", "C", "C", "N", "C", "O", "N", "H", "H", "H", "H", "H", "H", "H", "I"],
  "coordinates": [[-0.155, 0.063, 0.240], [-2.872, 1.092, 1.866], [-2.096, 0.394, 2.505], [-1.020, -0.181, 2.101], [-2.275, 0.221, 3.583], [0.866, 0.433, -1.516], [2.028, -2.477, -1.973], [0.871, -3.425, -1.666], [0.833, -3.789, -0.181], [-0.487, -2.979, -2.199], [-0.918, -3.597, -3.373], [-2.190, -3.406, -3.883], [-3.095, -2.658, -3.148], [-2.721, -2.023, -1.967], [-3.831, -1.403, -1.131], [-3.874, 0.122, -1.180], [-3.828, -1.901, 0.316], [-1.373, -2.083, -1.569], [-0.969, -1.255, -0.511], [2.968, -2.934, -1.654], [1.923, -1.526, -1.465], [2.090, -2.271, -3.044], [1.073, -4.354, -2.211], [0.669, -2.913, 0.445], [1.787, -4.233, 0.110], [0.040, -4.512, 0.025], [-0.227, -4.259, -3.883], [-2.490, -3.881, -4.808], [-4.129, -2.587, -3.468], [-4.756, -1.770, -1.591], [-2.998, 0.540, -0.693], [-4.745, 0.494, -0.636], [-3.928, 0.480, -2.212], [-2.942, -1.561, 0.848], [-3.853, -2.992, 0.351], [-4.705, -1.516, 0.840], [-2.599, 4.325, 2.252], [-2.104, 3.804, 0.989], [-2.749, 4.036, -0.169], [-2.369, 3.456, -1.322], [-1.305, 2.500, -1.258], [-0.733, 2.174, -0.090], [-1.067, 2.859, 1.069], [-0.512, 2.681, 2.127], [-0.850, 1.940, -2.375], [-3.289, 5.140, 2.042], [-1.765, 4.682, 2.849], [-3.107, 3.528, 2.796], [-3.569, 4.741, -0.121], [-2.854, 3.687, -2.256], [-1.427, 1.965, -3.197], [-0.081, 1.246, -2.269], [2.204, 0.279, 1.526]],
  "atomic_forces_ev_per_a": [[-0.2819, 0.3944, 0.0162], [-0.2083, -0.0671, -0.0589], [0.1436, 0.0822, 0.0981], [-0.0638, 0.0840, 0.2021], [-0.0660, -0.0903, -0.0413], [0.5617, -0.2500, -0.0228], [0.0026, 0.0329, -0.0659], [-0.0718, 0.0951, 0.0691], [-0.0095, 0.0190, 0.0448], [0.0809, -0.1385, -0.1924], [-0.0353, 0.0873, 0.0332], [0.0513, 0.0013, 0.0109], [0.0152, -0.0267, 0.1003], [-0.2476, -0.1355, -0.2099], [0.0347, 0.0969, -0.0245], [0.0116, 0.0421, -0.0490], [0.0312, -0.0454, 0.0119], [0.1511, 0.3570, 0.6550], [-0.2467, -1.1030, -0.7961], [-0.0019, -0.0031, -0.0188], [-0.0560, 0.1328, 0.0996], [0.0015, -0.0201, -0.0247], [0.0077, -0.0059, 0.0254], [0.0242, -0.0253, -0.0107], [0.0157, -0.0205, 0.0077], [-0.0071, 0.0046, -0.0018], [-0.0047, -0.0169, -0.0176], [-0.0053, -0.0236, -0.0051], [-0.0004, -0.0018, -0.0205], [-0.0120, 0.0314, 0.0049], [0.0551, 0.0461, 0.0357], [-0.0240, -0.0051, -0.0043], [0.0303, 0.0068, -0.0029], [-0.0145, -0.0139, -0.0120], [-0.0061, -0.0165, -0.0127], [-0.0042, 0.0048, 0.0116], [0.0149, -0.0080, 0.0162], [-0.0014, -0.0427, 0.0362], [-0.1003, 0.1370, -0.0442], [0.0179, -0.0632, 0.0806], [0.2130, 0.2402, -0.1240], [-0.3244, -0.0299, 0.2531], [0.0027, 0.0847, -0.1280], [0.1800, 0.1049, 0.0204], [-0.4546, 0.1444, -0.1683], [-0.0043, 0.0049, 0.0178], [-0.0149, 0.0142, -0.0062], [0.0156, -0.0034, 0.0117], [0.0066, -0.0115, -0.0018], [-0.0005, -0.0251, -0.0284], [-0.0059, 0.1381, 0.0308], [0.1086, -0.1803, 0.0790], [0.4957, -0.0140, 0.1204]],
  "homo_ev": [-3.24, -3.59],
  "charge": -1,
  "orbital_gap_ev": [6.0, 6.3],
  "e_above_lowest_ev": 0.467,
  "multiplicity": 2,
  "energy_ha": -1621.6661
}

{
  "formula": "C6H6N2O3",
  "method": "ωB97M-V/def2-TZVPD",
  "species": ["C", "C", "C", "O", "C", "C", "C", "N", "N", "O", "O", "H", "H", "H", "H", "H", "H"],
  "coordinates": [[2.864, -0.800, -0.173], [1.363, -0.525, 0.099], [0.444, -1.503, -0.068], [-0.051, -2.482, -0.381], [1.041, 0.782, 0.413], [-0.213, 1.320, 0.516], [-1.382, 0.613, 0.203], [-2.523, 1.186, 0.052], [-3.570, 0.384, -0.311], [-3.617, -0.746, 0.198], [-4.357, 0.906, -1.070], [3.010, -0.359, -1.131], [3.011, -1.829, -0.091], [3.483, -0.239, 0.540], [1.867, 1.335, 0.435], [-0.221, 2.366, 0.919], [-1.151, -0.410, -0.148]],
  "atomic_forces_ev_per_a": [[-1.7432, 1.3320, 0.8202], [0.0034, -1.8194, 0.0105], [3.0777, 0.5496, -0.3815], [-1.1628, -0.9435, 0.1008], [-4.6687, -0.9659, -0.3073], [1.7412, 2.3153, 1.4915], [-0.0274, -0.2733, -1.1553], [1.0173, 0.7615, 0.9081], [-0.1523, -1.2422, 0.0640], [-0.5054, 0.9684, -0.8279], [-0.0768, -0.7332, 0.3318], [0.7059, -0.2240, -0.9951], [0.8500, -1.5261, -0.2764], [-0.2816, -0.3661, 0.0160], [2.9558, 2.8207, 0.7031], [-0.5081, -1.0126, -0.7976], [-1.2249, 0.3589, 0.2950]],
  "homo_ev": -8.68,
  "smiles": "CC(=C=O)/C=C\\C=N\\[N+](=O)[O-]",
  "orbital_gap_ev": 7.6,
  "e_above_lowest_ev": 5.260,
  "energy_ha": -567.2499
}

{
  "formula": "C32H42BBrN10OV",
  "method": "ωB97M-V/def2-TZVPD",
  "species": ["V", "C", "C", "C", "C", "C", "C", "N", "N", "B", "N", "C", "C", "C", "N", "C", "C", "C", "N", "C", "C", "C", "N", "C", "C", "C", "H", "H", "H", "H", "H", "H", "H", "H", "H", "H", "H", "H", "H", "H", "H", "H", "H", "H", "H", "H", "H", "H", "H", "H", "H", "H", "H", "H", "C", "C", "C", "C", "C", "Br", "N", "C", "H", "H", "H", "H", "H", "H", "N", "C", "C", "C", "C", "C", "C", "C", "H", "H", "H", "H", "N", "C", "N", "O", "H", "H", "H", "H"],
  "coordinates": [[-0.069, -0.419, -0.668], [0.682, -1.027, -5.188], [1.384, -0.292, -4.046], [2.744, 0.230, -4.516], [0.542, 0.838, -3.527], [0.159, 1.979, -4.235], [-0.619, 2.700, -3.359], [-0.714, 2.023, -2.211], [0.025, 0.879, -2.292], [-1.225, 2.534, -0.870], [-2.209, 1.520, -0.193], [-3.197, 1.908, 0.598], [-3.763, 0.790, 1.182], [-3.049, -0.287, 0.687], [-2.064, 0.155, -0.149], [-3.518, -1.710, 0.930], [-4.052, -2.358, -0.348], [-1.299, -2.937, 0.984], [-0.080, 2.698, 0.150], [0.340, 3.789, 0.791], [1.234, 3.406, 1.769], [1.281, 2.012, 1.677], [0.514, 1.583, 0.659], [1.985, 1.060, 2.591], [3.396, 1.519, 2.944], [1.162, 0.870, 3.868], [1.339, -1.795, -5.596], [-0.240, -1.505, -4.857], [0.435, -0.338, -5.998], [1.526, -1.002, -3.227], [2.625, 0.922, -5.351], [3.283, 0.760, -3.731], [3.360, -0.599, -4.866], [0.404, 2.229, -5.252], [-1.126, 3.643, -3.470], [-1.793, 3.576, -1.037], [-3.438, 2.954, 0.685], [-4.612, 0.747, 1.840], [-4.383, -1.540, 1.570], [-3.255, -2.685, -1.011], [-4.658, -3.228, -0.092], [-4.675, -1.661, -0.909], [-1.480, -3.062, -0.080], [-0.904, -1.039, 1.627], [-0.793, -3.835, 1.336], [-0.038, 4.760, 0.519], [1.743, 4.037, 2.474], [2.038, 0.100, 2.070], [3.373, 2.434, 3.538], [3.906, 0.760, 3.538], [4.002, 1.725, 2.061], [1.080, 1.813, 4.411], [0.156, 0.522, 3.645], [1.638, 0.140, 4.525], [-3.781, -2.400, 3.957], [-2.481, -2.393, 3.193], [-1.345, -2.259, 3.901], [0.060, -2.388, 3.493], [0.527, -2.190, 2.267], [2.304, -2.682, 1.839], [-0.349, -1.794, 1.214], [-2.600, -2.696, 1.707], [-3.642, -2.052, 4.978], [-4.178, -3.417, 3.997], [-4.554, -1.782, 3.503], [-1.469, -2.128, 4.970], [0.762, -2.674, 4.265], [-3.145, -3.647, 1.635], [-1.789, -5.897, -5.428], [-1.523, -5.058, -4.691], [-1.185, -4.000, -3.766], [-1.934, -2.830, -3.745], [-1.595, -1.818, -2.858], [-0.525, -1.943, -1.965], [0.213, -3.132, -2.021], [-0.102, -4.152, -2.904], [-2.768, -2.714, -4.424], [-2.184, -0.906, -2.873], [1.054, -3.275, -1.348], [0.480, -5.063, -2.933], [3.973, -1.207, -1.069], [3.005, -0.314, -0.841], [3.271, 0.990, -0.789], [1.822, -0.741, -0.727], [4.939, -0.948, -1.155], [3.724, -2.181, -1.039], [4.213, 1.336, -0.739], [2.512, 1.601, -0.517]],
  "atomic_forces_ev_per_a": [[-0.3697, 0.1335, 0.5087], [-0.0753, 0.0010, -0.0688], [0.0796, -0.0274, 0.1201], [-0.0028, -0.0334, -0.0584], [0.0571, -0.2588, -0.0095], [-0.0439, 0.0765, -0.0066], [-0.1768, 0.0273, -0.1082], [0.3294, -0.1356, 0.3143], [-0.2660, 0.3344, -0.2038], [-0.1805, 0.0076, 0.1506], [0.1363, -0.1089, -0.2972], [-0.1396, -0.0154, 0.0290], [-0.0709, 0.1880, -0.0095], [0.2979, -0.2936, -0.2193], [-0.0979, 0.3780, 0.2912], [-0.0030, 0.1298, 0.1238], [0.0302, 0.0202, -0.0621], [0.1201, 0.0391, -0.1287], [0.1170, -0.2805, -0.3745], [0.0194, 0.0982, 0.0430], [-0.1248, -0.0187, 0.0213], [0.1303, -0.2027, -0.1576], [-0.3020, 0.0450, 0.1725], [0.0234, -0.1008, -0.0590], [0.0849, 0.0614, 0.0110], [0.0151, 0.0193, 0.0436], [0.0199, -0.0354, -0.0041], [0.2140, 0.1370, -0.0972], [0.0236, 0.0214, -0.0224], [0.0675, 0.0661, -0.0714], [-0.0174, -0.0009, -0.0172], [0.0027, 0.0162, 0.1011], [0.0208, -0.0010, 0.0186], [0.0213, 0.0227, -0.0192], [0.0016, 0.0354, -0.0271], [0.0338, -0.0368, 0.0797], [-0.0476, 0.0216, 0.0067], [-0.0289, 0.0277, 0.0127], [-0.0255, -0.1243, -0.0371], [0.0450, 0.0025, -0.0618], [-0.0155, -0.0108, -0.0121], [-0.0203, 0.0117, 0.0315], [0.0304, 0.0279, 0.0595], [-0.0220, -0.0582, 0.0919], [-0.1178, -0.0364, -0.0165], [-0.0026, 0.0397, -0.0136], [0.0139, 0.0241, 0.0293], [0.0481, -0.0259, 0.0020], [-0.0355, 0.0100, 0.0091], [-0.0051, -0.0206, -0.0032], [-0.0123, -0.0482, -0.0602], [0.0116, 0.0133, 0.0011], [-0.1078, -0.0177, -0.0200], [0.0113, -0.0084, -0.0043], [-0.0221, 0.0336, -0.0265], [0.0610, 0.0602, -0.1025], [0.1876, -0.0419, -0.0787], [-0.0507, 0.0326, 0.1711], [0.0212, 0.0193, 0.0697], [-0.0132, 0.0462, -0.0547], [0.1049, 0.2356, -0.3988], [-0.2413, -0.0935, 0.0205], [0.0301, -0.0284, 0.0189], [-0.0050, -0.0184, -0.0143], [0.0069, 0.0527, -0.0141], [0.0167, 0.0199, 0.0218], [-0.0380, -0.0313, 0.0261], [0.0056, 0.0106, 0.1233], [-0.0328, -0.1029, -0.0806], [0.0927, 0.2836, 0.2291], [-0.1060, -0.2342, -0.1856], [-0.1089, -0.0398, 0.1242], [-0.0517, 0.0108, 0.1066], [-0.1334, -0.2176, -0.1309], [0.0008, 0.0158, 0.0749], [0.0534, 0.0431, -0.0044], [-0.0082, 0.0014, -0.0082], [-0.0078, 0.0066, 0.0167], [-0.0031, 0.0054, 0.0118], [0.0041, -0.0110, 0.0076], [0.1593, 0.1395, 0.0516], [-0.5549, -0.2696, -0.2196], [0.0883, 0.1501, 0.1224], [0.8189, -0.2026, 0.1919], [0.0029, -0.0194, -0.0091], [-0.0057, 0.0165, -0.0277], [0.0078, 0.0224, -0.0357], [0.0257, -0.0316, -0.0189]],
  "homo_ev": [-11.23, -11.28],
  "charge": 1,
  "orbital_gap_ev": [8.0, 8.8],
  "e_above_lowest_ev": 0.962,
  "multiplicity": 3,
  "energy_ha": -5410.2389
}

{
  "formula": "C38H36BrN2O7",
  "method": "ωB97M-V/def2-TZVPD",
  "species": ["C", "C", "C", "Br", "N", "N", "C", "C", "C", "C", "C", "O", "C", "C", "O", "O", "H", "H", "H", "H", "H", "H", "H", "H", "H", "H", "H", "H", "H", "H", "H", "H", "H", "H", "H", "H", "C", "C", "C", "C", "C", "C", "C", "O", "C", "C", "C", "C", "C", "C", "C", "O", "H", "H", "H", "H", "H", "H", "H", "H", "C", "C", "C", "C", "C", "C", "C", "O", "C", "C", "C", "C", "C", "C", "C", "O", "H", "H", "H", "H", "H", "H", "H", "H"],
  "coordinates": [[0.662, -1.290, -0.726], [0.911, -0.853, -2.160], [0.260, 0.469, -2.693], [-1.395, 0.829, -1.612], [1.237, 1.496, -2.712], [1.933, 1.683, -1.513], [0.871, 2.791, -3.348], [-0.073, 2.610, -4.505], [2.200, 3.432, -3.781], [2.111, 4.478, -4.886], [1.472, 5.778, -4.425], [0.178, 5.915, -4.964], [-0.663, 6.770, -4.213], [0.213, 3.839, -2.341], [0.964, 4.394, -1.489], [-1.007, 4.042, -2.496], [1.396, -2.060, -0.491], [-0.293, -1.764, -0.590], [0.806, -0.510, 0.008], [1.966, -0.815, -2.375], [0.520, -1.649, -2.789], [-0.085, 0.218, -3.676], [1.346, 1.670, -0.690], [2.728, 1.073, -1.440], [0.391, 2.048, -5.317], [-1.000, 2.140, -4.215], [-0.345, 3.579, -4.886], [2.688, 3.877, -2.925], [2.850, 2.633, -4.139], [3.133, 4.728, -5.164], [1.650, 4.122, -5.798], [1.456, 5.772, -3.339], [2.103, 6.628, -4.709], [-1.644, 6.311, -4.176], [-0.740, 7.730, -4.722], [-0.322, 6.880, -3.190], [-1.394, 1.744, 1.510], [-0.662, 2.798, 0.966], [0.230, 3.503, 1.760], [0.388, 3.166, 3.101], [-0.366, 2.119, 3.652], [-1.248, 1.411, 2.848], [-0.251, 1.763, 5.086], [-0.895, 0.852, 5.574], [0.680, 2.561, 5.939], [0.767, 2.281, 7.297], [1.633, 3.002, 8.099], [2.425, 4.004, 7.545], [2.338, 4.289, 6.193], [1.461, 3.575, 5.387], [1.361, 3.919, 3.934], [2.060, 4.795, 3.470], [-2.082, 1.181, 0.891], [-0.783, 3.078, -0.070], [0.799, 4.313, 1.324], [-1.820, 0.598, 3.273], [0.151, 1.499, 7.720], [1.696, 2.785, 9.157], [3.107, 4.564, 8.171], [2.947, 5.068, 5.757], [-0.720, -6.425, 3.728], [-1.470, -7.591, 3.850], [-2.021, -8.184, 2.728], [-1.834, -7.610, 1.478], [-1.097, -6.430, 1.358], [-0.534, -5.846, 2.485], [-0.916, -5.772, 0.033], [-0.270, -4.753, -0.074], [-1.560, -6.397, -1.157], [-1.452, -5.770, -2.391], [-2.033, -6.343, -3.509], [-2.718, -7.549, -3.400], [-2.832, -8.176, -2.171], [-2.261, -7.599, -1.044], [-2.421, -8.270, 0.277], [-3.017, -9.323, 0.374], [-0.285, -5.966, 4.605], [-1.623, -8.035, 4.825], [-2.601, -9.092, 2.818], [0.043, -4.937, 2.384], [-0.917, -4.834, -2.471], [-1.953, -5.851, -4.469], [-3.166, -7.998, -4.276], [-3.367, -9.111, -2.081]],
  "atomic_forces_ev_per_a": [[0.8556, -0.3524, 0.0253], [-1.0797, 0.1590, -0.0812], [1.8835, -1.1135, 0.6435], [-0.3107, -0.1410, -0.4578], [-1.1242, 0.0981, -0.0522], [0.3152, 0.1689, -0.1195], [0.5651, 1.1191, 0.5766], [0.1506, -0.4390, -0.3835], [0.0315, -0.5736, -0.8146], [0.5217, 0.4289, 0.3077], [0.2805, 0.0828, -0.0642], [-0.1357, -0.0558, 0.1688], [-0.1336, -0.3039, -0.4540], [-0.1432, 0.1928, 0.8046], [-0.3588, -0.4555, -0.4894], [-0.0832, 0.0053, 0.0470], [0.1244, -0.1622, 0.0640], [-0.4996, 0.1076, 0.0497], [-0.1453, 0.3345, 0.1204], [0.4207, 0.2220, -0.0478], [-0.0807, -0.1800, -0.1949], [-0.4497, 0.5707, -0.3916], [-0.1011, 0.1020, 0.0767], [-0.0641, -0.2921, 0.0462], [0.0995, -0.2273, -0.1167], [-0.2462, -0.1608, 0.1638], [-0.0590, 0.3591, -0.1012], [-0.0360, -0.0030, 0.3276], [0.0996, -0.2225, -0.0827], [0.2780, -0.0818, -0.0748], [-0.3106, -0.1266, -0.1683], [-0.2302, 0.0624, 0.2529], [-0.0345, 0.2102, -0.2517], [-0.2121, -0.0632, 0.0354], [0.0426, 0.3350, 0.1048], [0.1232, 0.0708, 0.2171], [0.0150, 0.1376, 0.2291], [-0.0992, -0.0594, 0.1673], [0.0143, 0.0209, -0.0419], [-0.0419, -0.0741, 0.0930], [0.1470, 0.1302, 0.0631], [-0.1051, -0.0677, -0.1782], [-0.1604, -0.1982, 0.0097], [0.0480, 0.0530, 0.0063], [0.0284, 0.0643, -0.0595], [0.0463, -0.0008, 0.1611], [0.0313, 0.0324, -0.0237], [-0.0318, -0.0377, 0.0080], [0.0858, 0.0630, 0.1441], [-0.0848, -0.0851, -0.0207], [0.0604, 0.1138, -0.1783], [0.0029, 0.0045, 0.0516], [0.0825, 0.1064, 0.1170], [0.0054, 0.1282, -0.1027], [0.0528, -0.0054, -0.0178], [0.0282, 0.0196, 0.0949], [-0.0431, -0.0372, -0.1052], [0.0046, -0.0032, 0.0048], [0.0022, 0.0033, 0.0046], [-0.0492, -0.0083, -0.1104], [-0.0340, -0.0599, 0.0101], [0.0376, 0.0500, -0.0181], [0.0048, -0.0377, 0.1522], [0.0414, 0.1004, -0.0919], [-0.0858, -0.1051, -0.0604], [0.0458, 0.0495, 0.1414], [0.0910, 0.1636, -0.0238], [0.0389, 0.0062, 0.0006], [-0.0625, -0.1086, 0.0763], [0.0101, 0.0599, -0.1488], [-0.0316, -0.0715, -0.0009], [0.0350, 0.0548, 0.0061], [-0.0561, -0.0290, -0.1470], [0.0730, 0.0881, 0.0878], [-0.0996, -0.1610, 0.0092], [0.0072, 0.0148, 0.0005], [-0.0025, 0.0092, 0.0073], [0.0054, -0.0046, 0.0087], [-0.0117, -0.0171, -0.1074], [-0.0302, 0.0194, -0.1055], [0.0285, 0.0032, 0.1068], [0.0017, 0.0062, -0.0064], [-0.0051, 0.0006, -0.0077], [0.0058, -0.0066, 0.1088]],
  "homo_ev": -4.57,
  "charge": -1,
  "orbital_gap_ev": 4.9,
  "energy_ha": -4679.9186
}

- Number 2 is which compound?
  C6H6N2O3